Record 1
The following is a quantum chemistry calculation of a structure of composition C53H58B2CaF4N4O6P2S in a non-equilibrium geometry, from OMol25.

## Properties
Kohn-Sham gap (hartree): 0.189
Spin multiplicity: 1
Charge: +2
HOMO energy (eV): -12.661
Strongest force on any atom (Eh/bohr): 0.0325

Geometry as XYZ:
```
131
Properties=species:S:1:pos:R:3:forces:R:3
Ca -0.72336 -0.72623 1.33539 -0.25 1.45 -0.79
C -4.46457 -0.54876 -2.86321 0.06 -0.01 0.02
C -3.70609 -1.38027 -0.48962 -0.09 0.06 -0.16
N -3.77739 -0.83307 0.87417 0.08 0.07 0.03
O -3.65204 0.56233 1.00830 -0.10 -0.04 0.05
B -3.68166 1.73870 3.33277 0.16 -0.06 -0.10
F -4.16157 2.92451 2.99995 -0.02 -0.01 -0.02
F -4.50036 0.76974 3.70214 -0.01 0.03 0.04
O -2.31846 1.59265 3.31426 -0.02 -0.03 0.16
N -1.86075 0.26211 3.25090 -0.12 -0.15 0.20
C -1.80733 -0.38260 4.35660 0.09 0.04 -0.03
C -2.12005 0.13966 5.71049 -0.01 -0.03 0.00
C -1.34538 -1.81353 4.23440 -0.06 0.01 -0.01
N -1.07205 -2.16040 3.03954 0.08 -0.48 0.32
O -0.59473 -3.41670 2.83029 -0.09 -0.08 0.02
B -0.11608 -3.60406 1.44224 0.17 -0.03 0.09
F 0.70253 -4.67357 1.39172 -0.05 0.00 -0.09
F 0.64630 -2.35047 1.11379 0.24 -0.77 -0.03
O -1.15043 -3.71604 0.40083 -0.13 -0.13 0.09
N -1.88624 -2.58145 0.25894 0.23 -0.26 -0.01
C -2.91644 -2.66572 -0.48492 -0.08 0.15 0.00
C -3.38008 -3.86133 -1.23892 -0.05 0.00 0.00
C -1.23218 -2.69982 5.42268 0.02 0.03 0.04
H -5.37272 0.01767 -2.69261 -0.02 0.00 0.03
H -4.73185 -1.59535 -3.00189 0.01 0.01 -0.02
H -3.99327 -0.19241 -3.77849 -0.01 0.01 0.00
H -2.47743 1.16199 5.69594 -0.01 0.03 -0.02
H -1.19409 0.10454 6.28806 -0.01 0.00 0.01
H -2.85315 -0.49815 6.20513 0.00 0.00 0.00
H -2.62557 -4.64076 -1.21809 0.00 0.00 0.02
H -3.59199 -3.59448 -2.27615 0.02 -0.01 0.01
H -4.30460 -4.24730 -0.80191 0.01 0.01 0.00
H -0.76347 -2.16980 6.25039 0.01 -0.01 -0.01
H -0.64512 -3.57844 5.17180 -0.01 0.00 0.00
H -2.22315 -3.02926 5.74470 0.01 0.01 0.01
C 1.47392 2.39903 -6.71230 0.01 0.01 -0.01
C 1.46727 2.74123 -5.21452 -0.04 0.00 0.02
C 2.02259 4.16060 -5.00211 0.00 0.00 0.01
C 2.32492 1.73368 -4.45511 0.03 0.00 0.00
C 3.59581 1.37379 -4.90002 0.00 -0.02 -0.04
C 4.34126 0.40756 -4.24855 -0.02 0.00 -0.02
C 3.81591 -0.25889 -3.15057 0.02 0.02 0.07
C 2.56056 0.07872 -2.65961 0.06 0.01 -0.02
P 1.69525 -0.85649 -1.32542 -0.01 0.01 -0.05
C 3.11664 -1.76048 -0.62288 0.04 0.05 -0.02
C 3.88026 -1.01427 0.27642 0.03 -0.01 -0.08
C 5.04648 -1.52869 0.82129 0.03 -0.02 -0.04
C 5.45021 -2.81738 0.49610 -0.02 0.02 0.01
C 4.70008 -3.56721 -0.39802 -0.01 0.03 0.00
C 3.54893 -3.03758 -0.96831 0.02 -0.01 -0.07
C 0.74387 -2.03465 -2.37489 -0.04 0.05 0.00
C 0.07682 -1.55058 -3.50735 -0.03 0.01 -0.03
C -0.71684 -2.38265 -4.28197 0.01 -0.03 0.01
C -0.85517 -3.72434 -3.94818 0.00 -0.01 -0.01
C -0.20807 -4.21378 -2.82580 -0.03 0.01 0.03
C 0.57318 -3.37577 -2.03967 -0.07 0.00 0.10
C 1.88401 1.10896 -3.30283 -0.06 -0.03 0.02
O 0.65882 1.42618 -2.73201 0.22 0.10 0.17
C -0.25209 2.08207 -3.47377 -0.03 0.04 -0.02
C -1.52389 2.12143 -2.90726 -0.08 -0.19 -0.11
C -2.57264 2.73962 -3.59468 -0.03 0.02 0.03
C -2.31837 3.32144 -4.82221 0.07 -0.02 0.03
C -1.02665 3.30479 -5.33988 -0.03 -0.02 -0.02
C 0.03810 2.69212 -4.68476 0.04 0.03 -0.06
P -1.66194 1.58647 -1.19678 -0.39 0.51 -0.36
C -3.26452 0.92493 -1.13188 0.16 -0.04 0.03
C -4.25143 1.33206 -0.08481 0.17 -0.05 0.03
C -5.68205 0.96068 -0.26700 0.01 0.00 -0.04
C -6.03244 -0.30746 -0.09944 -0.05 -0.04 0.01
C -5.02376 -1.32591 0.24371 0.06 0.04 0.03
C -3.43570 -0.43663 -1.71573 -0.05 -0.10 0.08
C -1.44909 2.99683 -0.11355 0.04 -0.03 0.06
C -2.22567 4.15650 -0.17985 0.01 0.02 -0.04
C -2.00452 5.18038 0.72360 0.02 -0.01 0.01
C -0.99603 5.06578 1.67597 -0.02 0.02 0.00
C -0.19928 3.93293 1.72460 -0.01 -0.01 -0.01
C -0.42785 2.89706 0.83164 0.00 0.00 0.07
H 2.48548 2.43036 -7.11223 -0.01 0.01 0.00
H 0.89141 3.12113 -7.28323 0.00 0.00 0.01
H 1.06668 1.40301 -6.89042 0.00 0.00 0.00
H 3.04625 4.22246 -5.37298 0.00 0.00 0.00
H 2.02731 4.42665 -3.94387 0.00 0.00 0.00
H 1.42040 4.89466 -5.54049 0.00 -0.01 0.00
H 4.00768 1.84963 -5.78014 0.00 0.00 0.01
H 5.32317 0.14562 -4.61823 0.00 0.01 0.01
H 4.38601 -1.04904 -2.68222 0.01 -0.01 0.02
H 3.57128 -0.00408 0.52851 -0.01 0.03 0.01
H 5.64365 -0.92651 1.49484 0.00 0.00 0.02
H 6.35257 -3.22998 0.92762 0.00 0.01 -0.01
H 5.01961 -4.56454 -0.67035 0.00 0.01 0.01
H 3.01122 -3.62251 -1.70258 0.07 0.03 0.04
H 0.19474 -0.52149 -3.81669 -0.02 -0.11 -0.01
H -1.20143 -1.98860 -5.16726 0.01 0.00 0.01
H -1.44967 -4.38328 -4.56820 0.00 0.00 0.01
H -0.30724 -5.25545 -2.54861 0.01 -0.01 -0.01
H 1.03884 -3.78475 -1.15559 -0.03 0.00 0.03
H -3.56414 2.79687 -3.16154 0.02 -0.03 0.00
H -3.11305 3.81364 -5.36528 0.00 -0.01 0.00
H -0.84510 3.79827 -6.28566 0.00 0.00 0.00
H -4.12675 2.37025 0.21287 0.00 0.01 0.03
H -6.40445 1.74252 -0.45595 0.01 0.00 0.00
H -7.06774 -0.61819 -0.14405 0.01 0.00 0.00
H -5.39098 -2.23473 0.70475 0.03 -0.01 0.00
H -2.47643 -0.76260 -2.12821 0.03 0.01 0.02
H -2.98816 4.26745 -0.94259 0.00 -0.02 0.01
H -2.61101 6.07508 0.68366 0.00 0.00 -0.01
H -0.82665 5.87356 2.37553 0.00 -0.01 -0.01
H 0.59584 3.85669 2.45459 -0.01 0.00 0.00
H 0.22459 2.02586 0.84688 -0.01 -0.01 -0.02
C 2.99749 -2.17332 5.93447 0.00 0.00 0.01
C 3.61310 -1.86551 4.57276 -0.01 -0.02 -0.02
C 2.60068 -1.75628 3.43669 0.02 -0.03 -0.01
S 1.60544 -0.26295 3.37721 -0.31 0.05 0.35
O 0.87439 -0.10571 4.67778 0.07 0.00 -0.14
C 2.88378 1.02934 3.33237 0.04 -0.04 -0.07
C 3.05211 1.72546 4.67645 0.05 0.01 -0.01
C 4.20320 2.72303 4.61332 0.01 0.02 0.01
H 3.77278 -2.23789 6.69728 0.00 -0.01 -0.01
H 2.47803 -3.13379 5.91101 -0.01 0.02 -0.01
H 2.28290 -1.40790 6.23255 0.01 0.01 0.00
H 4.29624 -2.67035 4.29168 0.02 -0.01 0.01
H 4.22872 -0.96369 4.62465 -0.01 0.01 0.00
H 1.86441 -2.56393 3.47446 0.00 -0.01 0.01
H 3.07442 -1.79671 2.45054 -0.08 -0.03 0.12
H 2.58165 1.73642 2.55612 0.01 0.02 0.01
H 3.81114 0.55600 3.00621 0.02 0.00 -0.03
H 3.22946 0.98505 5.45719 0.01 0.00 -0.01
H 2.12128 2.22600 4.94472 -0.01 -0.02 0.00
H 5.14920 2.22373 4.39549 -0.01 0.00 0.00
H 4.31506 3.24300 5.56363 0.00 0.00 0.00
H 4.03847 3.47600 3.83925 0.00 -0.01 0.01
```
Forces are in eV/Å.

Mulliken population analysis, charges in e, atoms 1 to 2: 2.379, -1.699

Record 2
The following is a quantum chemistry calculation of a cluster of 9 separate species, C53H58N3O14 in total in a non-equilibrium geometry, from OMol25.

## Properties
Kohn-Sham gap (hartree): 0.287
Spin multiplicity: 1
Charge: +1
HOMO energy (eV): -10.098
Strongest force on any atom (Eh/bohr): 0.3151

Geometry as XYZ:
```
128
Properties=species:S:1:pos:R:3:forces:R:3
C -1.89005 0.75372 -1.82328 1.57 5.80 5.76
C -0.47205 1.30172 -1.85228 -0.61 -4.53 1.09
N 0.27695 1.09972 -0.52428 1.42 0.30 -0.50
C 1.33695 1.95972 -0.12128 -1.51 -2.02 0.29
C 1.95095 1.46072 0.97672 -3.37 -1.45 -1.65
N 1.25495 0.32672 1.29072 -3.72 -2.80 -1.65
C 0.26395 0.06472 0.34272 3.20 3.76 0.37
C 1.43695 -0.68628 2.38472 0.93 2.19 -0.19
H -2.30105 0.75072 -2.68128 -2.74 0.16 -6.40
H -2.61505 1.27072 -1.08228 1.39 -0.05 -1.16
H -1.91705 -0.12328 -1.47028 -0.04 -7.22 2.29
H -0.69805 2.24572 -1.92128 0.15 5.63 -0.29
H -0.02505 0.93372 -2.78228 0.86 -0.07 0.90
H 1.50195 2.86072 -0.57528 0.34 1.92 -1.33
H 2.68195 1.83472 1.56172 2.21 1.14 1.75
H -0.16005 -0.86228 0.16372 -1.23 -1.47 0.16
H 2.50295 -0.82528 2.13772 -0.20 -0.93 1.72
H 0.83695 -1.60428 2.28672 0.23 0.61 -0.43
H 1.13595 -0.13228 3.32372 0.92 -1.02 -0.74
N 1.57795 3.26972 -3.33928 1.90 -0.01 -0.02
C 2.90195 3.57372 -3.26328 -2.16 2.76 -1.78
C 3.51195 4.77672 -3.65028 -5.04 0.72 0.34
C 2.55795 5.80172 -4.01728 -0.77 -5.96 1.05
C 1.17995 5.47072 -4.13328 3.49 0.01 0.73
C 0.77195 4.21472 -3.80828 -1.13 -1.71 0.34
H 3.59095 2.88972 -3.02228 1.81 -3.27 1.46
H 4.50695 4.90472 -3.37028 1.61 0.53 -0.27
H 2.89495 6.69472 -4.24128 1.38 4.55 -1.02
H 0.52495 6.23072 -4.32928 -1.72 1.65 -0.84
H -0.27505 3.84772 -3.91628 0.65 0.78 0.11
C -4.12305 -2.64328 -0.83828 -0.51 3.29 1.60
C -3.78505 -1.47928 0.10172 -0.49 -0.77 -1.24
C -2.84205 -1.68028 1.18872 -3.12 2.69 -1.58
C -2.32905 -2.92828 1.39172 1.52 -0.91 -0.58
C -2.53205 -3.98328 0.47172 -1.25 -0.93 1.92
C -3.53005 -3.88028 -0.53928 1.21 1.18 -0.20
O -3.70005 -4.96628 -1.33328 5.68 -0.64 3.16
O -2.47105 -0.67228 2.09972 0.13 -0.19 -0.02
H -4.92405 -2.42728 -1.71728 2.11 -0.78 2.37
H -4.28605 -0.41328 -0.10028 1.26 -2.61 0.53
H -1.60605 -2.96128 2.22472 -0.46 -0.63 -0.40
H -2.21705 -5.03028 0.83172 -0.25 1.74 -1.12
H -4.46705 -4.94528 -1.73928 -5.98 0.21 -3.20
H -2.94205 0.19672 2.25372 0.30 -1.56 -1.12
C 0.55895 -3.26228 8.01372 1.78 7.13 0.60
C 1.00095 -1.77528 8.39072 -0.86 -3.14 -3.15
C 0.72095 -0.79728 7.38872 -0.70 -1.14 1.52
C -0.15305 -1.09428 6.27472 -0.31 -0.37 -0.28
C -0.69905 -2.39328 6.07472 2.09 0.84 0.76
C -0.21705 -3.44228 6.93172 -1.32 0.79 1.00
O -0.81605 -4.65428 6.89572 -1.30 -3.23 -0.95
O 1.11295 0.53172 7.59472 0.45 -2.20 0.71
H 0.76195 -4.09928 8.58772 0.62 -1.11 1.48
H 1.61595 -1.60028 9.27972 -0.38 0.09 -0.49
H -0.43605 -0.20828 5.58372 0.36 -1.71 1.12
H -1.35305 -2.65228 5.25172 -0.11 0.24 0.09
H -0.75805 -5.33528 7.65572 0.40 2.42 -1.58
H 0.65395 0.98172 6.91972 -0.68 1.35 -1.08
C 1.91495 -4.41128 4.13572 0.84 1.19 -3.25
C 2.85795 -3.73128 3.25472 0.10 1.16 2.24
C 2.73295 -3.54728 1.87772 0.28 -1.48 0.39
C 1.63495 -4.17628 1.28172 -0.78 -0.32 1.21
C 0.64295 -4.79428 2.06172 4.83 2.23 2.10
C 0.76995 -4.94728 3.42872 3.05 2.28 1.38
O -0.18505 -5.53928 4.06072 -2.70 -2.50 -0.60
O 3.71295 -2.85728 1.16972 0.49 0.14 -0.36
H 2.13695 -4.39228 5.22372 -0.62 -0.32 -0.94
H 3.69995 -3.09528 3.71072 -1.14 -1.37 -0.40
H 1.30895 -4.38228 0.29772 0.99 0.85 -1.65
H -0.03605 -5.27428 1.54172 -3.71 -2.22 -2.04
H -0.39205 -5.30128 4.93972 0.15 0.62 1.88
H 4.66495 -3.01528 1.41472 -1.81 -0.20 0.16
C -2.08205 4.54072 -0.52328 1.22 0.28 -0.39
C -1.65205 3.92672 0.75172 -8.34 -0.09 -5.04
C -2.59305 3.06772 1.32772 2.19 -0.26 1.54
C -3.88505 2.85472 0.83472 1.73 0.58 0.42
C -4.28505 3.48772 -0.30228 1.26 1.44 -1.28
C -3.45605 4.37172 -1.03628 2.71 -1.04 2.11
O -3.82205 4.85772 -2.23428 -2.84 0.55 -1.01
O -2.12505 2.18372 2.35372 -0.99 -0.36 -0.08
H -1.09605 5.05072 -1.14228 -3.50 -1.13 1.59
H -0.71205 4.06972 0.89672 5.78 0.43 1.90
H -4.52305 2.15972 1.29772 -0.63 -0.79 0.65
H -5.17405 3.22472 -0.80128 -1.33 -0.27 -0.15
H -4.86205 4.84472 -2.38928 3.35 -0.13 0.79
H -1.49705 2.44472 3.05472 -0.60 0.76 -1.07
C 3.64195 -2.66628 -2.65128 -2.52 2.17 -2.12
C 2.13295 -2.01828 -2.55828 5.14 -3.00 -1.28
C 1.41695 -1.77328 -3.70528 1.43 -0.42 0.25
C 2.06495 -1.91628 -4.98728 -1.90 0.59 2.57
C 3.33395 -2.33028 -5.07928 -1.09 0.31 2.10
C 4.12495 -2.62428 -4.01328 0.18 -1.22 5.36
O 5.42695 -2.97428 -4.23128 -0.60 -0.62 -1.86
O 0.08295 -1.41128 -3.57728 7.85 6.92 11.76
H 4.37695 -3.03728 -1.80928 -2.11 1.04 -1.51
H 1.69695 -2.11528 -1.62028 -0.90 0.27 1.51
H 1.55895 -1.54228 -5.82428 -0.69 0.28 -1.24
H 3.83195 -2.14828 -5.91028 2.06 0.19 -4.21
H 5.97595 -2.59328 -3.58128 0.90 0.55 1.22
H -0.25705 -1.77528 -4.19628 -7.76 -7.02 -12.37
C 2.21295 5.93472 0.53172 -0.33 -0.48 4.49
C 2.70195 5.00172 1.65572 1.80 -0.85 -4.06
C 2.02395 4.82872 2.81772 -1.26 2.11 -0.18
C 1.00395 5.74372 3.06772 -3.54 0.48 2.73
C 0.53395 6.73372 2.18972 1.96 -1.26 -0.88
C 1.20195 6.85272 0.92172 -0.11 -1.15 -0.05
O 0.74395 7.74372 -0.03428 0.01 0.44 0.65
O 2.40395 3.92472 3.72272 1.27 -1.64 0.64
H 2.60895 6.03572 -0.46128 0.52 -0.29 -0.05
H 3.63495 4.23672 1.55872 -2.23 2.10 -0.35
H 0.38095 5.57472 4.11372 1.65 0.62 -2.68
H -0.32605 7.36172 2.36272 -0.01 -0.02 0.40
H 0.34695 8.54672 0.37672 0.41 -1.02 -0.28
H 1.80195 3.63972 4.42372 -0.22 0.82 -0.50
C -3.20405 -2.72628 -4.42028 1.27 -3.66 0.50
C -2.53305 -4.12628 -4.79428 0.35 3.81 0.67
C -1.45605 -4.11128 -5.73828 -2.28 -0.68 0.07
C -1.19505 -2.91428 -6.47028 2.57 -3.35 0.07
C -1.75305 -1.78028 -6.12528 -1.41 3.22 0.68
C -2.72805 -1.62128 -5.13728 -2.48 0.47 -0.15
O -3.42705 -0.38428 -5.01128 0.07 -0.68 1.46
O -0.87205 -5.33228 -6.02328 1.16 0.29 -1.66
H -3.95705 -2.78128 -3.48328 1.85 0.60 -2.82
H -2.76605 -5.02128 -4.16928 0.18 0.90 -0.82
H -0.34805 -2.86028 -7.17328 -0.58 -0.41 0.15
H -1.43005 -0.87328 -6.60528 -0.01 0.27 -0.32
H -3.47205 0.37272 -5.62628 0.95 -1.43 -0.26
H -0.32605 -5.38328 -6.89428 -1.54 0.69 2.31
```
Forces are in eV/Å.

Mulliken population analysis, charges in e, atoms 1 to 2: -2.587, -0.492

Here are the calculated E_LUMO numbers, same order: -7.52; -2.29 (eV).